Formula: C14H40FN9O14Si
Source: the Open Molecules 2025 dataset
Level of theory: wB97M-V/def2-TZVPD

XYZ file:
```
79
Properties=species:S:1:pos:R:3
C -2.218 -0.555 -1.514
Si -1.027 0.039 -0.216
F -1.748 1.291 0.529
C 0.538 0.725 -0.979
C 0.481 2.217 -1.366
N 1.131 3.053 -0.359
C -0.611 -1.294 1.030
C -0.590 -0.911 2.522
C 0.267 0.327 2.845
C -0.521 1.562 3.300
N 0.124 2.845 3.031
H -2.841 -1.383 -1.179
H -2.889 0.266 -1.781
H -1.698 -0.856 -2.423
H 0.768 0.114 -1.859
H 1.355 0.587 -0.267
H -0.549 2.567 -1.456
H 0.939 2.339 -2.355
H 2.121 3.137 -0.540
H 0.722 3.973 -0.306
H -1.271 -2.152 0.883
H 0.397 -1.640 0.772
H -1.607 -0.769 2.896
H -0.198 -1.772 3.071
H 0.903 0.599 1.999
H 0.955 0.075 3.657
H -0.658 1.511 4.384
H -1.507 1.581 2.840
H 1.096 2.801 3.324
H 0.168 2.983 2.026
C -5.763 -2.052 -4.238
N -4.879 -2.420 -3.098
O -5.335 -2.341 -1.976
O -3.750 -2.776 -3.366
H -6.721 -1.745 -3.838
H -5.274 -1.243 -4.773
H -5.848 -2.924 -4.878
C 3.552 -2.618 3.830
N 3.150 -1.938 2.568
O 2.626 -2.607 1.697
O 3.364 -0.750 2.491
H 3.293 -3.666 3.748
H 4.620 -2.467 3.947
H 3.016 -2.128 4.638
C 5.012 1.078 -2.217
N 5.258 2.139 -1.201
O 6.392 2.308 -0.808
O 4.292 2.771 -0.827
H 5.958 0.604 -2.446
H 4.300 0.382 -1.782
H 4.576 1.563 -3.084
C -10.318 -3.056 -5.219
N -9.554 -1.779 -5.272
O -8.381 -1.829 -5.587
O -10.159 -0.767 -4.999
H -9.649 -3.863 -5.489
H -10.695 -3.159 -4.206
H -11.146 -2.962 -5.915
C 7.662 5.248 -1.188
N 8.195 6.343 -2.045
O 9.315 6.221 -2.494
O 7.462 7.291 -2.239
H 8.417 4.477 -1.108
H 7.420 5.682 -0.222
H 6.757 4.879 -1.659
C -2.719 2.176 6.483
N -3.124 1.009 7.315
O -2.247 0.339 7.819
O -4.314 0.806 7.431
H -1.638 2.227 6.474
H -3.122 2.017 5.487
H -3.160 3.061 6.930
C 2.728 -4.943 -0.530
N 3.383 -5.642 -1.670
O 3.378 -5.093 -2.751
O 3.884 -6.721 -1.433
H 2.330 -4.001 -0.887
H 1.946 -5.596 -0.155
H 3.483 -4.792 0.234
```

Values from the calculation:
- structure (SMILES) = C[Si@](F)(CCN)CCCCN.C[N+](=O)[O-].C[N+](=O)[O-].C[N+](=O)[O-].C[N+](=O)[O-].C[N+](=O)[O-].C[N+](=O)[O-].C[N+](=O)[O-]
- 2S+1 = 1
- E_tot (hartree) = -2492.35828
- F_max (eV/Å) = 0.34
- HOMO-LUMO gap (Eh) = 0.3132

Atom charges from the Mulliken analysis, given in e for atoms 1 to 5: C -1.24; Si 0.35; F -0.33; C -0.43; C -0.73


Formula: C14H40N2O5
Source: the Open Molecules 2025 dataset
Level of theory: wB97M-V/def2-TZVPD

XYZ file:
```
61
Properties=species:S:1:pos:R:3
C 5.962 12.251 3.814
O 4.557 12.150 3.896
C 3.953 12.223 2.625
C 2.446 12.152 2.786
C 1.932 10.734 2.967
N 1.702 12.848 1.722
H 6.360 12.179 4.822
H 6.233 13.226 3.384
H 6.384 11.468 3.174
H 4.179 13.200 2.168
H 4.335 11.413 1.986
H 2.217 12.715 3.698
H 2.502 10.052 2.333
H 0.877 10.654 2.717
H 2.049 10.443 4.010
H 1.829 12.378 0.827
H 2.110 13.767 1.575
C 8.608 9.268 13.598
O 8.030 9.765 12.411
C 6.632 9.605 12.395
C 6.075 10.178 11.112
C 6.699 9.525 9.893
N 6.165 11.651 11.028
H 8.302 9.870 14.463
H 9.688 9.322 13.492
H 8.304 8.231 13.782
H 6.374 8.535 12.457
H 6.195 10.092 13.281
H 5.012 9.907 11.158
H 6.212 9.862 8.981
H 6.616 8.439 9.977
H 7.771 9.731 9.873
H 5.774 12.022 11.896
H 7.145 11.908 11.158
C 4.872 16.315 8.263
C 6.191 16.372 8.995
O 6.082 17.223 10.136
H 4.130 15.786 8.864
H 5.079 15.622 7.437
H 4.497 17.266 7.904
H 6.946 16.821 8.326
H 6.565 15.360 9.180
H 6.959 17.367 10.499
C 1.068 13.052 10.479
C 1.203 11.628 10.039
O 0.597 10.825 11.078
H 0.014 13.339 10.493
H 1.534 13.747 9.776
H 1.505 13.210 11.461
H 2.249 11.333 9.924
H 0.679 11.418 9.102
H 0.711 9.892 10.879
C 3.162 12.942 7.140
C 4.178 12.160 7.917
O 4.475 12.897 9.122
H 3.182 12.608 6.089
H 3.419 13.996 7.150
H 2.100 12.740 7.307
H 5.099 12.089 7.325
H 3.876 11.159 8.236
H 4.922 12.302 9.748
```

Values from the calculation:
- structure (SMILES) = COC[C@H](C)N.COC[C@H](C)N.CCO.CCO.CCO
- 2S+1 = 1
- E_tot (hartree) = -1043.03295
- F_max (eV/Å) = 2.05
- HOMO-LUMO gap (Eh) = 0.3715

Atom charges from the natural (NBO) analysis, given in e for atoms 1 to 5: C -0.24; O -0.54; C -0.07; C -0.08; C -0.62


Formula: C14H40N2O8
Source: the Open Molecules 2025 dataset
Level of theory: wB97M-V/def2-TZVPD

XYZ file:
```
64
Properties=species:S:1:pos:R:3
C -0.784 -20.885 -5.454
O -1.356 -20.646 -4.201
C -2.267 -19.490 -4.119
C -2.366 -19.120 -2.598
C -3.029 -20.200 -1.645
N -3.138 -17.885 -2.416
H -0.387 -21.889 -5.606
H -0.036 -20.142 -5.728
H -1.476 -20.853 -6.295
H -1.821 -18.637 -4.631
H -3.259 -19.611 -4.555
H -1.326 -18.966 -2.310
H -4.112 -20.212 -1.770
H -2.646 -19.903 -0.669
H -2.587 -21.178 -1.834
H -3.241 -18.001 -1.418
H -4.097 -18.094 -2.655
C -1.211 -18.344 -8.145
O 0.069 -18.859 -7.646
C 1.249 -18.309 -8.260
C 2.440 -18.924 -7.435
C 2.521 -18.435 -6.022
N 3.712 -18.566 -8.060
H -1.334 -18.937 -9.051
H -1.292 -17.294 -8.426
H -2.070 -18.620 -7.533
H 1.282 -18.535 -9.325
H 1.148 -17.224 -8.249
H 2.317 -20.007 -7.445
H 2.202 -17.397 -5.921
H 3.438 -18.644 -5.471
H 1.690 -18.861 -5.460
H 3.591 -17.693 -8.554
H 4.318 -18.228 -7.326
O -3.159 -24.057 -10.484
C -2.568 -23.785 -11.701
C -1.463 -24.843 -12.073
O -2.051 -26.123 -12.438
H -3.812 -23.367 -10.341
H -3.351 -23.739 -12.458
H -2.245 -22.747 -11.619
H -0.688 -24.921 -11.310
H -0.877 -24.633 -12.968
H -2.442 -26.507 -11.650
O 1.081 -24.167 -8.814
C 0.897 -22.765 -8.585
C -0.411 -22.158 -8.994
O -1.553 -22.833 -8.407
H 0.493 -24.605 -8.194
H 1.025 -22.620 -7.512
H 1.676 -22.258 -9.154
H -0.673 -22.312 -10.041
H -0.485 -21.092 -8.782
H -1.982 -23.513 -8.932
O -2.461 -27.109 -7.180
C -2.320 -25.691 -7.362
C -1.237 -25.181 -6.296
O 0.077 -25.583 -6.598
H -3.402 -27.294 -7.161
H -2.007 -25.562 -8.398
H -3.252 -25.159 -7.171
H -1.548 -25.557 -5.321
H -1.121 -24.099 -6.250
H 0.159 -26.434 -6.162
```

Values from the calculation:
- structure (SMILES) = COC[C@H](C)N.COC[C@H](C)N.OCCO.OCCO.OCCO
- 2S+1 = 1
- E_tot (hartree) = -1268.66704
- F_max (eV/Å) = 2.98
- HOMO-LUMO gap (Eh) = 0.3619

Atom charges from the natural (NBO) analysis, given in e for atoms 1 to 5: C -0.24; O -0.56; C -0.07; C -0.05; C -0.64


Formula: C14H40N8O6P2Tl
Source: the Open Molecules 2025 dataset
Level of theory: wB97M-V/def2-TZVPD

XYZ file:
```
71
Properties=species:S:1:pos:R:3
Tl 0.482 0.033 -0.190
N -0.530 0.833 1.790
C -1.600 -0.012 2.362
C -1.266 -1.455 2.062
N -1.184 -1.597 0.598
C -0.891 -2.978 0.159
C -0.627 -2.992 -1.329
N 0.550 -2.153 -1.603
H 0.251 0.901 2.437
H -0.852 1.779 1.612
H -2.538 0.265 1.879
H -1.723 0.158 3.431
H -2.009 -2.126 2.497
H -0.293 -1.724 2.481
H -2.083 -1.324 0.204
H -1.714 -3.647 0.416
H -0.008 -3.314 0.705
H -1.478 -2.566 -1.866
H -0.504 -4.016 -1.683
H 0.608 -1.937 -2.591
H 1.403 -2.642 -1.347
C 2.609 3.544 -2.638
C 1.108 3.583 -2.750
O 0.528 2.263 -3.114
P 0.662 0.831 -2.566
O 2.067 0.216 -2.836
C 2.648 0.137 -4.222
C 4.031 -0.428 -4.114
O -0.339 0.006 -3.447
C -1.743 0.429 -3.683
C -2.387 -0.593 -4.575
H 2.956 4.522 -2.304
H 3.075 3.339 -3.601
H 2.956 2.801 -1.915
H 0.782 4.219 -3.567
H 0.603 3.900 -1.848
H 2.635 1.147 -4.624
H 1.974 -0.491 -4.800
H 4.684 0.227 -3.535
H 4.453 -0.515 -5.116
H 4.021 -1.425 -3.672
H -1.704 1.416 -4.137
H -2.232 0.505 -2.708
H -1.936 -0.591 -5.566
H -3.446 -0.355 -4.685
H -2.309 -1.597 -4.156
C 4.730 -0.267 -0.341
O 4.026 -0.242 0.946
P 2.558 -0.694 1.155
O 2.412 -2.247 0.971
C 3.236 -3.204 1.744
O 2.292 -0.410 2.674
C 3.046 0.522 3.531
H 5.785 -0.213 -0.100
H 4.422 0.597 -0.924
H 4.504 -1.196 -0.861
H 3.195 -4.140 1.200
H 2.801 -3.307 2.733
H 4.259 -2.842 1.803
H 2.695 0.339 4.539
H 2.829 1.544 3.228
H 4.106 0.308 3.448
N -0.403 5.814 0.369
N 0.383 4.702 0.519
N 1.659 4.793 0.794
C 2.030 3.516 0.711
N 1.013 2.714 0.390
N -0.056 3.507 0.267
H 0.020 6.582 0.876
H -1.359 5.594 0.619
H 3.047 3.197 0.880
```

Values from the calculation:
- net charge = +3
- 2S+1 = 1
- E_tot (hartree) = -2301.24467
- F_max (eV/Å) = 0.82
- HOMO-LUMO gap (Eh) = 0.3312

Atom charges from the Mulliken analysis, given in e for atoms 1 to 5: Tl 1.78; N -0.37; C -0.92; C -0.53; N -0.24


Formula: C14H41B2BrCaCl2NaNbO9
Source: the Open Molecules 2025 dataset
Level of theory: wB97M-V/def2-TZVPD

XYZ file:
```
72
Properties=species:S:1:pos:R:3
C 4.253 1.264 -3.155
C 3.095 0.582 -2.429
C 2.332 -0.357 -3.318
O 1.989 -1.591 -2.702
C 1.433 -1.485 -1.432
Nb -0.560 -0.382 -1.216
B -1.379 -1.392 -3.134
C -1.503 -0.746 -4.568
O -1.767 -2.723 -3.022
B -2.674 0.651 -1.398
O -3.833 -0.036 -1.325
O -2.741 2.008 -1.532
C -2.305 2.520 -2.793
H 5.193 0.833 -2.846
H 4.159 1.119 -4.226
H 4.286 2.324 -2.951
H 3.540 0.041 -1.576
H 2.469 1.337 -1.976
H 2.966 -0.615 -4.155
H 1.471 0.141 -3.769
H 1.183 -2.504 -1.137
H 2.128 -1.119 -0.674
H -1.329 -1.733 -0.210
H -0.308 0.484 0.423
H 0.099 1.089 -2.067
H -0.804 -1.265 -5.213
H -2.506 -0.929 -4.939
H -1.265 0.306 -4.540
H -1.020 -3.249 -2.696
H -3.648 -0.921 -0.973
H -2.883 3.413 -2.988
H -1.266 2.807 -2.769
H -2.496 1.833 -3.604
C -0.559 -3.106 5.700
O -1.670 -2.328 5.259
C -2.556 -1.998 6.260
C -3.235 -0.658 5.986
O -2.398 0.426 6.244
C -1.314 0.644 5.324
C -1.777 1.136 3.976
O -2.319 0.083 3.208
C -3.295 0.516 2.278
H -0.879 -4.104 6.018
H 0.120 -3.201 4.859
H -0.032 -2.602 6.516
H -2.049 -1.956 7.251
H -3.315 -2.789 6.286
H -4.083 -0.537 6.691
H -3.660 -0.630 4.982
H -0.689 -0.237 5.236
H -0.697 1.418 5.774
H -0.909 1.532 3.433
H -2.512 1.937 4.112
H -4.092 1.079 2.779
H -3.727 -0.368 1.816
H -2.844 1.136 1.495
Na 0.501 2.203 2.325
Cl 4.688 1.524 -6.474
C 3.712 1.179 -7.924
C 2.530 2.105 -8.037
Cl 1.323 1.801 -6.759
H 3.397 0.140 -7.877
H 4.363 1.304 -8.788
H 2.031 1.949 -8.991
H 2.834 3.146 -7.970
Ca -4.310 -2.977 7.578
Br 1.986 1.562 5.179
O 3.095 -0.563 7.652
H 2.613 -1.284 7.241
H 3.033 0.150 6.995
O 4.776 0.487 -0.170
H 5.608 0.176 -0.553
```

Values from the calculation:
- 2S+1 = 1
- E_tot (hartree) = -5675.56197
- F_max (eV/Å) = 5.07
- HOMO-LUMO gap (Eh) = 0.0456

Atom charges from the Mulliken analysis, given in e for atoms 1 to 5: C -0.51; C 0.17; C -0.09; O -0.41; C -0.91


Formula: C14H41ClN6O10
Source: the Open Molecules 2025 dataset
Level of theory: wB97M-V/def2-TZVPD

XYZ file:
```
72
Properties=species:S:1:pos:R:3
N 2.695 3.993 0.739
H 3.305 3.214 0.538
H 1.742 3.680 0.621
H 2.791 4.679 0.004
H 2.739 4.419 1.654
N -0.906 4.967 -2.064
H -0.124 5.606 -2.099
H -0.691 4.352 -1.292
H -0.846 4.487 -2.950
H -1.758 5.489 -1.914
N -3.442 -0.607 -1.031
H -2.937 -1.161 -1.708
H -3.743 0.209 -1.545
H -2.791 -0.259 -0.341
H -4.186 -1.110 -0.569
N 0.627 0.823 -1.237
H -0.210 0.486 -0.783
H 0.618 0.754 -2.245
H 1.420 0.372 -0.802
H 0.607 1.782 -0.923
N 0.167 -0.755 2.507
H -0.405 -0.166 1.920
H -0.141 -0.627 3.460
H 1.133 -0.464 2.449
H 0.117 -1.649 2.038
C -0.271 0.142 -4.099
C -1.623 -0.082 -3.591
C -2.601 1.193 -3.466
O -3.712 1.094 -2.978
C -2.020 2.500 -3.864
C -0.783 2.543 -4.401
C 0.101 1.376 -4.544
O 1.363 1.445 -4.836
O -0.433 3.752 -4.669
O -1.902 -1.109 -2.980
H 0.396 -0.708 -4.112
H -2.619 3.378 -3.675
O -1.485 0.489 0.686
C -1.853 1.864 0.791
C -0.720 3.050 0.963
O 0.119 3.355 -0.136
H -2.602 1.941 1.579
H -2.358 2.062 -0.155
H -0.132 2.653 1.791
H -1.159 3.959 1.374
Cl 3.580 0.316 1.086
O 2.843 0.803 2.221
O 4.051 1.458 0.354
O 4.705 -0.447 1.533
O 2.678 -0.444 0.280
C -0.278 -3.091 -0.497
C 0.800 -3.679 0.458
N 0.476 -3.407 1.882
C 1.599 -3.843 2.737
C 2.836 -3.011 2.518
C -0.717 -4.181 2.209
C -1.235 -3.728 3.598
H -0.589 -2.064 -0.311
H -1.177 -3.707 -0.470
H 0.024 -3.109 -1.544
H 0.950 -4.746 0.295
H 1.754 -3.198 0.240
H 1.848 -4.875 2.490
H 1.312 -3.811 3.788
H 3.582 -3.451 3.180
H 2.653 -1.960 2.742
H 3.267 -2.993 1.517
H -1.552 -4.073 1.518
H -0.522 -5.251 2.283
H -1.529 -2.678 3.563
H -2.174 -4.266 3.729
H -0.668 -3.978 4.494
```

Values from the calculation:
- 2S+1 = 1
- E_tot (hartree) = -2098.77280
- F_max (eV/Å) = 5.72
- HOMO-LUMO gap (Eh) = 0.2214

Atom charges from the Mulliken analysis, given in e for atoms 1 to 5: N -0.15; H 0.34; H 0.04; H 0.40; H 0.42


Formula: C14H41N3O5
Source: the Open Molecules 2025 dataset
Level of theory: wB97M-V/def2-TZVPD

XYZ file:
```
63
Properties=species:S:1:pos:R:3
C -5.705 4.409 -5.730
O -4.489 3.639 -5.706
C -4.546 2.364 -6.328
C -3.003 1.907 -6.503
C -2.850 0.451 -6.976
N -2.158 2.056 -5.308
H -5.386 5.407 -6.030
H -6.118 4.358 -4.723
H -6.415 4.198 -6.530
H -5.224 1.777 -5.708
H -5.041 2.438 -7.297
H -2.412 2.536 -7.169
H -3.498 -0.275 -6.485
H -1.808 0.160 -7.113
H -3.319 0.435 -7.959
H -1.179 2.071 -5.559
H -2.321 2.983 -4.943
C 3.874 -3.743 8.770
O 3.176 -2.525 8.512
C 2.117 -2.569 7.535
C 0.720 -2.911 8.274
C -0.453 -2.907 7.279
N 0.435 -1.895 9.300
H 4.513 -3.850 7.894
H 3.214 -4.602 8.899
H 4.463 -3.489 9.650
H 2.115 -1.603 7.031
H 2.322 -3.346 6.798
H 0.861 -3.876 8.761
H -0.767 -1.940 6.888
H -1.363 -3.359 7.672
H -0.297 -3.362 6.300
H 0.220 -1.075 8.751
H 1.368 -1.714 9.643
C 3.173 5.423 -2.530
O 3.782 4.218 -2.112
C 3.367 3.681 -0.789
C 4.517 2.779 -0.286
C 4.581 1.569 -1.152
N 4.345 2.355 1.051
H 3.415 6.240 -1.849
H 2.083 5.404 -2.524
H 3.481 5.807 -3.502
H 3.267 4.559 -0.151
H 2.361 3.280 -0.908
H 5.418 3.392 -0.321
H 4.959 1.767 -2.155
H 3.611 1.075 -1.214
H 5.226 0.787 -0.751
H 4.560 3.111 1.685
H 5.092 1.696 1.224
C -2.943 -7.200 -1.897
O -3.617 -6.128 -2.573
H -3.034 -7.162 -0.811
H -3.244 -8.207 -2.186
H -1.899 -7.012 -2.147
H -3.398 -5.339 -2.072
C -1.575 -1.564 -0.381
O -2.655 -1.091 -1.247
H -1.854 -2.325 0.348
H -0.826 -2.060 -1.000
H -0.997 -0.800 0.138
H -2.244 -0.406 -1.779
```

Values from the calculation:
- structure (SMILES) = COC[C@H](C)N.COC[C@H](C)N.COC[C@H](C)N.CO.CO
- 2S+1 = 1
- E_tot (hartree) = -1098.28300
- F_max (eV/Å) = 2.45
- HOMO-LUMO gap (Eh) = 0.3513

Atom charges from the natural (NBO) analysis, given in e for atoms 1 to 5: C -0.26; O -0.57; C -0.06; C -0.06; C -0.62